Below is a structure of composition C18H42InN2O11P2, with properties calculated with wB97M-V/def2-TZVPD.

Geometry as XYZ:
```
76
C18H42InN2O11P2, DFT wB97M-V/def2-TZVPD
In -2.2592 -0.5291 3.3594
P -4.4344 0.5318 4.1742
P -2.5047 -3.0697 3.1215
O -0.6696 -0.2229 4.6323
O 3.3332 -3.2207 -1.1447
O 0.9461 -1.9421 -5.8740
O -0.5447 4.8322 -5.0619
O -4.2246 1.8513 5.1113
O -0.2326 3.2500 -3.4827
O 0.6829 3.1141 -5.5358
O 0.3162 -4.0882 -6.1464
O 3.5569 -1.3401 0.0670
O -5.1775 1.2952 2.9286
O 0.6183 -2.8698 -7.9048
N -5.3288 -0.5419 4.8910
N -1.1720 -3.9135 3.4427
C 3.2225 -2.6497 -0.0791
C -0.7279 0.8967 5.4751
C -1.5957 0.2247 1.3904
C 1.3322 1.9096 -5.1042
C 0.3220 -4.2296 -4.7182
C -0.6889 1.4408 1.6298
C 1.8234 0.5800 5.6930
C 2.7017 -0.4087 -0.6350
C 0.4753 0.8051 -0.6009
C 0.4982 0.9161 6.3899
C 1.3093 -0.3686 -0.0488
C 2.0507 1.2888 4.3447
C 0.6546 -2.8762 -6.5714
C 0.2553 1.8714 0.4715
C -0.0485 3.6899 -4.5843
C 2.7329 -3.3107 1.1740
C -1.3586 5.5434 -4.1242
C 0.9643 -1.6124 -8.4896
H -0.3912 -3.5454 -4.2642
H 1.8754 1.5365 -5.9666
H -1.0680 -0.6175 0.9396
H 3.2016 0.5553 -0.5119
H -2.2162 4.9432 -3.8277
H -0.9194 -4.4886 2.6469
H 0.2722 -0.8360 -8.1690
H -4.9072 0.8510 2.1153
H 1.2451 2.0750 0.9056
H -6.2618 -0.6058 4.4967
H 1.9799 -1.3301 -8.2187
H 3.0307 1.7789 4.3254
H -2.9648 -3.3277 1.8042
H -0.0895 1.2854 2.5292
H -0.4708 0.4403 -1.0012
H 0.5850 1.9060 6.8611
H -1.6889 6.4388 -4.6421
H 0.0303 -5.2568 -4.5253
H -0.0667 2.8138 0.0180
H 2.6872 -0.6933 -1.6913
H -1.3534 2.2838 1.8573
H 1.9109 -0.5029 5.5753
H 0.8910 -1.7576 -9.5630
H -4.1070 1.5163 6.0102
H 1.3878 -0.2892 1.0426
H 0.7935 -1.3192 -0.2404
H -2.4408 0.5031 0.7495
H 1.0163 1.2711 -1.4348
H 0.3363 0.1986 7.2031
H 1.3057 2.0667 4.1703
H 3.2178 -4.2841 1.2784
H 2.6339 0.8768 6.3714
H 1.3155 -4.0398 -4.3182
H 2.0231 2.1256 -4.2918
H -1.6182 0.8548 6.1280
H 1.6591 -3.4917 1.0554
H -0.8006 1.8430 4.9117
H 0.6057 1.1685 -4.7796
H 2.0317 0.5810 3.5156
H -0.7816 5.8115 -3.2416
H -3.6034 -3.4824 3.9223
H 2.8854 -2.7039 2.0637
```

Its charge is -1. Its maximum force is 0.020 hartree/bohr. For the total energy, the calculation gives -68602.776 eV. Its LUMO energy is 1.97 eV.


Below is a structure of composition C22H25Br2O18PS, with properties calculated with wB97M-V/def2-TZVPD.

Geometry as XYZ:
```
69
C22H25Br2O18PS, DFT wB97M-V/def2-TZVPD
Br -3.8956 -1.6861 2.5712
Br -0.2490 -4.3641 1.4112
S -3.0079 -1.8565 -1.6012
P -2.4579 -4.0894 1.0026
O -0.0983 2.6122 -5.6402
O 0.7463 0.9060 -4.4437
O 4.9701 -1.2566 2.6556
O -3.2523 -4.6756 2.4064
O 0.9386 1.1113 1.7782
O -4.0356 -0.3623 5.9708
O -2.0792 -1.3541 6.4549
O -2.4068 4.8550 -3.7336
O 2.0187 1.9061 -6.0285
O -2.1982 -0.5461 -0.8817
O -3.8827 -2.2217 -0.1853
O -3.9902 -1.5589 -2.6904
O -3.9714 5.0020 -5.3639
O 5.4143 -0.9462 0.4578
O -2.3015 -0.1871 4.5276
O 7.1045 -1.2858 1.8984
O -2.1450 -2.9693 -2.1559
O -2.8053 6.8332 -4.7250
C -2.9141 -2.2058 0.9314
C -2.8826 -1.4399 7.6242
C -1.3871 5.7461 -3.2995
C -0.4858 1.2656 -3.8337
C -3.1401 5.5153 -4.6737
C 6.6165 -0.6854 -0.2521
C -1.1780 2.0505 -4.9047
C -2.7616 -0.5958 5.5551
C -1.9605 7.0948 -3.6133
C 1.3984 -1.1360 -0.9467
C 3.1211 -3.0410 0.8106
C 7.6590 -1.3536 0.5922
C 1.4095 -1.0392 0.6235
C 0.4450 0.0729 1.2679
C 5.7551 -1.1707 1.7550
C -4.2652 -1.1912 7.1022
C -1.7463 -1.2069 0.3686
C 2.2455 -1.9569 1.5419
C 3.1117 -3.1641 -0.7259
C 2.2674 -2.2147 -1.6354
C -1.1633 -0.0861 1.3425
C 0.9864 1.8167 -5.4284
H -1.8205 2.8330 -4.4985
H -2.5580 -0.6728 8.3331
H -1.1920 7.8245 -3.8726
H -0.2774 1.8668 -2.9429
H 6.5689 -1.0979 -1.2611
H -0.4726 5.5380 -3.8629
H -4.7603 -2.1096 6.7732
H -1.7687 1.4167 -5.5723
H -1.0159 -1.9900 -0.0764
H -1.5838 0.9424 1.0357
H 6.7607 0.3970 -0.3173
H 3.7166 -3.9672 -1.2788
H -1.4224 -0.2188 2.4448
H -2.5666 7.4930 -2.7943
H 3.7316 -3.7590 1.4458
H -4.9019 -0.6871 7.8306
H -2.6162 -4.4921 3.1448
H 7.8050 -2.4042 0.3239
H 2.2489 -1.8921 2.6767
H -2.7835 -2.4200 8.0927
H 2.2476 -2.2869 -2.7730
H 8.6209 -0.8406 0.5512
H 0.7256 -0.4073 -1.5153
H -1.0474 0.3776 -3.5386
H -1.1850 5.6160 -2.2352
```

Its charge is 0. Its maximum force is 0.107 hartree/bohr. For the total energy, the calculation gives -220276.990 eV. Its LUMO energy is -0.15 eV.


Below is a structure of composition Cl2CuFHfI8, with properties calculated with wB97M-V/def2-TZVPD.

Geometry as XYZ:
```
13
Cl2CuFHfI8, DFT wB97M-V/def2-TZVPD
Hf -2.2429 -0.9227 0.5661
I 2.8478 0.0441 -3.8191
I -3.5823 -2.7147 -0.8203
I -2.3029 -2.8731 2.7209
I -3.1702 0.9789 2.9708
I -3.1910 1.1747 -0.6081
I 3.5404 -0.5965 -0.7430
I 1.2760 2.1767 3.1652
I 0.5615 -3.9321 -2.1159
Cu 2.3498 1.2469 1.0242
Cl 0.5215 3.3843 -2.6512
Cl -0.1640 -0.8157 0.1855
F 3.5562 2.8492 0.1250
```

Its charge is -5. Its maximum force is 0.092 hartree/bohr. The spin multiplicity is 2. For the total energy, the calculation gives -138512.424 eV. Its LUMO energy (alpha / beta) is 8.56 / 8.56 eV.


Below is a structure of composition C56H70F6O15, with properties calculated with wB97M-V/def2-TZVPD.

Geometry as XYZ:
```
147
C56H70F6O15, DFT wB97M-V/def2-TZVPD
F 0.0537 -5.4523 2.2804
F 1.4511 2.7827 -2.6255
F -0.2256 1.7110 -2.7069
F -1.0601 -5.0729 -4.1385
F 4.1331 1.6015 2.2856
F 1.6229 -0.3314 -3.0234
O -2.8690 -0.2972 1.2525
O 2.1899 3.1572 0.2364
O 1.2220 -2.9307 0.6385
O 2.5568 -3.7347 2.3074
O 3.1086 -1.7863 1.5080
O -3.1978 1.8092 1.8349
O 3.8040 3.0704 -1.4992
O -3.7031 -0.6229 -1.0798
O -1.2614 -0.5753 4.6067
O 2.7187 1.2105 -0.6584
O -1.0308 -0.5163 2.2758
O -5.8122 -0.7763 -0.5659
O -4.9863 0.5373 1.6157
O -5.0977 1.0046 -1.8454
O 0.6810 -0.7886 3.7872
C 1.5954 -1.3648 2.8668
C -0.0592 0.1806 0.7640
C -0.4656 -5.1266 1.0585
C 0.0776 1.4123 -6.3732
C 0.5402 1.7504 2.2414
C -0.6012 -0.7278 3.4295
C -7.1453 -0.4083 -0.5717
C 3.0051 2.5274 -0.6824
C -1.2636 -5.7827 -1.0857
C 1.2581 4.8933 -1.7331
C -1.6128 3.4236 2.5056
C -1.1713 -4.4834 -1.5616
C -1.1138 4.2034 -0.4029
C 1.0037 -2.3054 -3.0615
C -1.8322 2.0137 2.0330
C 0.7596 -1.3091 -0.9992
C 0.1002 1.2395 -0.1086
C 0.6798 1.0773 -1.3711
C 4.3430 0.2165 1.2068
C 1.0425 -0.1961 -1.8254
C 0.0116 -4.3609 -3.8659
C 2.8626 1.6111 2.7457
C 3.3392 4.5071 1.9870
C -1.4225 -0.9741 -1.6457
C 0.3154 1.9003 3.6234
C 2.2341 -2.7494 -3.4836
C -0.1035 -0.7829 -5.4030
C -3.7763 0.6270 1.5714
C 2.2113 -2.8438 1.3631
C -3.2668 -1.6258 1.2156
C -0.8876 -6.1350 0.2008
C 1.2666 -4.8460 -4.2669
C -4.9076 0.0350 -1.1398
C -2.8389 1.2375 5.1488
C -2.6056 -0.1785 4.6501
C 2.4618 4.5273 0.6699
C 0.2278 -1.1122 0.2783
C -0.0253 1.9773 -5.0911
C -0.2221 1.1494 -3.9582
C 0.6904 3.6381 -1.8753
C 1.3701 1.9507 4.5126
C 2.3364 -3.9955 -4.0820
C 0.6475 5.7849 -0.8808
C 1.8690 1.5852 1.8017
C -0.4901 -3.7834 0.6537
C -0.5645 5.4869 -0.2463
C -0.4362 3.2328 -1.1906
C -0.9909 -3.4548 -0.6228
C 0.0615 0.0012 -6.4551
C -2.5496 0.0090 -1.5350
C -0.3149 -0.2189 -4.1646
C 1.7429 -4.9076 2.4495
C 2.6636 1.8527 4.0872
C 3.1701 -0.6259 0.7012
C -0.1277 -3.1375 -3.2181
C 3.2216 0.2775 -1.6246
H 0.1736 -0.4809 -7.4150
H -0.8676 -2.4239 -0.9203
H -0.9243 -7.1351 0.6070
H -2.6798 0.6075 -2.4367
H -0.6585 2.0476 4.0663
H -1.2845 -4.2120 -2.6008
H 0.6967 -4.6798 2.6539
H 4.3557 4.1271 1.8847
H -0.3864 -1.8072 -5.5960
H 1.9833 -5.5523 3.2949
H -1.6441 -1.7328 -0.8951
H 1.1364 6.7354 -0.7257
H 3.3248 -4.2582 -4.4289
H -0.1668 2.2342 0.2164
H 2.9010 3.8902 2.7716
H 3.4986 1.9981 4.7566
H -0.5703 3.7416 2.5183
H -2.4190 0.7436 -0.7404
H 2.9085 5.1646 -0.0932
H -0.4938 -0.4164 -1.5251
H -1.3534 1.9120 1.0590
H 1.8574 -0.6337 2.1019
H -0.0256 3.0500 -4.9657
H 1.1917 2.1340 5.5619
H -2.4771 -2.2330 0.7732
H 0.9051 -1.3141 -2.6442
H 3.0837 -2.1045 -3.3143
H -1.4410 1.3096 2.7673
H 1.0888 -2.2537 -1.4064
H -7.2798 0.2887 0.2555
H 1.7633 -5.4247 1.4902
H -1.3299 -1.4595 -2.6173
H -0.2071 -2.9898 1.3294
H 4.2196 1.2615 0.9228
H 2.0600 1.3876 0.7573
H 3.3775 5.5431 2.3237
H 1.1510 -2.2089 2.3393
H 3.0417 -0.7119 -1.2042
H 4.3806 0.1484 2.2941
H -2.1141 3.9989 1.7272
H -3.5824 -1.9446 2.2090
H 2.4739 -1.8324 3.3114
H -0.5318 -0.8606 -3.3235
H -0.0453 -1.9656 0.8813
H -2.6604 2.0492 4.4436
H -3.0994 -0.1798 3.6784
H 5.2879 -0.1311 0.7891
H -4.1268 -1.7516 0.5579
H -2.0978 3.6372 3.4581
H -7.7565 -1.2966 -0.4124
H -2.1479 1.3856 5.9787
H -1.4759 -6.5407 -1.8252
H 2.1582 -0.2209 0.7158
H 4.2810 0.4459 -1.8185
H -1.1133 -2.8567 -2.8772
H 0.7519 1.8870 -2.0821
H 2.5961 0.4734 -2.4955
H 0.1669 1.9866 -7.2835
H -3.0738 -0.9585 5.2505
H 3.3603 -0.9023 -0.3359
H -2.0152 3.9274 0.1241
H -7.4341 0.0176 -1.5326
H 1.5643 5.0724 0.9620
H -0.2785 1.8444 1.5434
H -0.7649 2.2146 -1.3374
H 2.2344 5.1061 -2.1429
H -1.0329 6.2830 0.3133
H -0.4611 0.4100 1.7399
H 1.2707 -5.8187 -4.7362
H -3.8360 1.3361 5.5778
```

The energy above the lowest of the compared OMol25 structures with the same formula, charge and spin comes out at 62.9361 eV. Its charge is 0. Its maximum force is 0.339 hartree/bohr. For the total energy, the calculation gives -106163.158 eV. Its LUMO energy is 0.53 eV.